[1]
{"formula": "H10NO3", "method": "ωB97M-V/def2-TZVPD", "lumo_ev": -3.6, "orbital_gap_ev": 12.2, "max_force_ev_per_a": 3.9, "total_charge": 1, "energy_ev": -7788.682, "homo_ev": -15.743, "e_above_lowest_kcal_mol": 23.0, "species": ["N", "H", "H", "H", "H", "H", "H", "O", "H", "H", "O", "H", "H", "O"], "xyz": [[1.1244, 0.7309, 0.0601], [0.2009, 0.9147, 0.3604], [1.5436, 1.5777, -0.1876], [1.7459, 0.3197, 0.8242], [1.0830, 0.0145, -0.7626], [-2.1705, 1.0242, 0.1436], [-1.8032, 2.4002, -0.1490], [-1.4182, 1.6491, 0.3854], [1.7651, -1.5679, -2.0378], [0.6543, -2.0554, -1.0834], [0.9336, -1.2642, -1.6303], [-0.7835, -1.7128, 0.8451], [-1.7977, -1.1581, 1.8989], [-1.0778, -0.8726, 1.3330]], "forces_ev_per_a": [[2.53, -2.97, 0.54], [-2.00, 0.35, 0.88], [0.79, 1.74, -0.78], [-1.38, 0.59, -1.10], [0.12, 0.73, 0.91], [1.64, 0.32, 0.98], [1.17, -0.37, 0.96], [-2.95, 0.32, -1.99], [-0.34, 0.16, -0.07], [0.34, 1.22, -1.03], [0.07, -1.84, 0.64], [-0.94, 1.74, 1.34], [-0.15, -0.14, 0.22], [1.09, -1.87, -1.50]], "lowdin_charge": [0.264, 0.021, 0.111, 0.185, 0.083, 0.091, 0.097, -0.102, 0.100, 0.110, -0.033, 0.084, 0.057, -0.070]}



[2]
{"formula": "C22H28N4O4S2", "method": "ωB97M-V/def2-TZVPD", "lumo_ev": 0.3, "smiles": "CC(C)N(CCNC(=O)c1ccc(NC2=N[C@@H]3CS(=O)(=O)C[C@@H]3S2)cc1)Cc1ccco1", "orbital_gap_ev": 8.9, "max_force_ev_per_a": 1.2, "energy_ev": -59089.206, "homo_ev": -8.607, "e_above_lowest_kcal_mol": 35.6, "species": ["C", "C", "C", "N", "C", "C", "N", "C", "O", "C", "C", "C", "C", "N", "C", "N", "C", "C", "S", "O", "O", "C", "C", "S", "C", "C", "C", "C", "C", "C", "C", "O", "H", "H", "H", "H", "H", "H", "H", "H", "H", "H", "H", "H", "H", "H", "H", "H", "H", "H", "H", "H", "H", "H", "H", "H", "H", "H", "H", "H"], "xyz": [[1.9267, -1.0474, -1.5536], [2.5629, -2.4293, -1.7341], [2.6435, -2.7891, -3.2233], [1.8579, -3.3942, -0.8956], [0.5960, -3.8948, -1.4122], [-0.4247, -4.0152, -0.2712], [-0.4947, -2.7645, 0.4439], [-1.5826, -1.9592, 0.3861], [-2.6371, -2.3107, -0.1110], [-1.4109, -0.6126, 1.0069], [-2.2838, 0.3975, 0.6104], [-2.2019, 1.6681, 1.1416], [-1.2372, 1.9477, 2.1052], [-1.0991, 3.2037, 2.6925], [-1.8530, 4.3005, 2.5049], [-2.8198, 4.4563, 1.7116], [-3.4585, 5.7313, 1.7366], [-3.5577, 6.3167, 0.3340], [-3.3225, 8.0972, 0.5948], [-4.5016, 8.6612, 1.1852], [-2.7776, 8.7368, -0.5679], [-2.0641, 7.8535, 1.8881], [-2.6752, 6.7252, 2.6818], [-1.4197, 5.7195, 3.5318], [-0.3676, 0.9388, 2.5188], [-0.4524, -0.3268, 1.9755], [2.6982, -4.4165, -0.2900], [3.3736, -5.3473, -1.2499], [2.9469, -6.4849, -1.8730], [4.0107, -6.9047, -2.7096], [5.0040, -5.9943, -2.5324], [4.6299, -5.0501, -1.6526], [1.9567, -0.7488, -0.5082], [2.4688, -0.3098, -2.1392], [0.8895, -1.0481, -1.8796], [3.5863, -2.3825, -1.3456], [1.6770, -2.6829, -3.7095], [2.9852, -3.8115, -3.3594], [3.3470, -2.1251, -3.7192], [0.7028, -4.8626, -1.9200], [0.2037, -3.1759, -2.1308], [-0.1403, -4.8112, 0.4243], [-1.4191, -4.2292, -0.6675], [0.4114, -2.3709, 0.6501], [-3.0358, 0.1599, -0.1265], [-2.8777, 2.4470, 0.8322], [-0.3690, 3.2869, 3.3864], [-4.4689, 5.5966, 2.1421], [-4.5132, 6.1248, -0.1398], [-2.7451, 5.9780, -0.3027], [-1.9191, 8.7615, 2.4634], [-1.1446, 7.5687, 1.3829], [-3.3508, 7.1259, 3.4384], [0.3726, 1.1505, 3.2780], [0.2143, -1.0956, 2.3369], [2.0736, -5.0000, 0.3898], [3.4699, -3.9096, 0.2971], [2.0024, -6.9739, -1.7454], [4.0278, -7.7638, -3.3481], [5.9859, -5.9109, -2.9535]], "forces_ev_per_a": [[0.30, -0.24, -0.02], [-0.05, 0.37, -0.15], [0.10, -0.07, 0.30], [0.01, -0.05, 0.17], [-0.19, -0.02, 0.32], [0.00, -0.10, -0.23], [0.22, -0.10, 0.07], [0.11, -0.12, 0.18], [-0.21, 0.06, -0.17], [-0.18, 0.28, 0.00], [0.20, -0.29, 0.07], [-0.06, 0.14, 0.00], [-0.06, -0.44, -0.21], [0.59, -0.20, 0.45], [-0.25, 1.19, 0.29], [-0.04, -0.76, -0.51], [-0.23, -0.03, 0.53], [0.16, 0.77, 0.28], [0.45, -0.10, -0.36], [-0.32, -0.14, 0.45], [0.24, -0.11, -0.10], [-0.58, 0.05, -0.64], [0.15, -0.30, 0.58], [-0.15, -0.13, -0.07], [-0.01, 0.11, 0.00], [-0.11, 0.03, -0.12], [0.19, 0.08, -0.19], [-0.75, -0.55, 0.14], [0.14, 0.48, 0.35], [0.45, 0.28, -0.08], [-0.13, -0.68, -0.51], [0.10, 0.43, 0.25], [-0.01, 0.05, 0.11], [0.01, 0.15, -0.09], [-0.15, 0.01, -0.06], [-0.07, -0.01, -0.02], [-0.11, 0.03, -0.07], [0.06, -0.13, -0.08], [0.05, 0.07, -0.10], [-0.02, 0.07, -0.09], [-0.01, -0.05, -0.04], [-0.07, -0.04, -0.09], [0.12, -0.06, 0.08], [-0.08, 0.11, -0.05], [-0.07, -0.02, -0.05], [-0.01, -0.05, -0.04], [-0.13, -0.03, -0.16], [0.15, 0.12, -0.06], [-0.09, 0.15, -0.10], [0.08, -0.02, -0.02], [-0.06, 0.16, -0.11], [0.06, -0.03, -0.05], [0.05, -0.04, -0.13], [0.08, 0.01, 0.09], [0.06, -0.07, 0.04], [0.13, -0.01, 0.02], [-0.06, -0.12, 0.07], [-0.22, -0.04, 0.10], [0.09, -0.16, -0.15], [0.15, 0.09, 0.00]], "lowdin_charge": [-0.051, -0.406, -0.041, -0.157, -0.160, -0.148, 0.070, -0.455, 0.061, -0.139, 0.000, 0.001, -0.223, 0.064, -0.613, 0.064, -0.370, -0.157, 0.662, -0.300, -0.314, -0.238, -0.549, 0.994, -0.021, -0.031, -0.101, -0.274, -0.033, -0.060, -0.123, 0.034, 0.071, 0.078, 0.074, 0.139, 0.076, 0.069, 0.082, 0.117, 0.119, 0.113, 0.121, 0.109, 0.120, 0.090, 0.128, 0.151, 0.113, 0.113, 0.112, 0.105, 0.109, 0.110, 0.112, 0.123, 0.133, 0.108, 0.100, 0.119]}



[3]
{"formula": "C10H16O", "method": "ωB97M-V/def2-TZVPD", "lumo_ev": [-4.2, -7.9], "multiplicity": 2, "orbital_gap_ev": [9.7, 6.0], "max_force_ev_per_a": 5.0, "total_charge": 1, "energy_ev": -12667.072, "homo_ev": [-13.856, -13.855], "e_above_lowest_kcal_mol": 48.6, "species": ["C", "C", "C", "H", "H", "H", "H", "H", "H", "H", "H", "C", "C", "C", "C", "C", "C", "C", "O", "H", "H", "H", "H", "H", "H", "H", "H"], "xyz": [[2.4957, 1.4108, -0.2975], [3.9864, 1.2227, 0.2347], [2.2083, 2.9675, -0.4970], [2.3428, 0.9353, -1.2888], [1.7170, 1.0389, 0.2699], [3.8320, 1.5701, 1.2365], [2.3364, 3.4028, 0.5306], [2.7858, 3.5904, -1.1707], [4.5408, 1.9601, -0.2849], [4.3497, 0.1083, 0.1741], [1.2287, 3.2557, -0.8814], [-2.4968, -0.7683, 2.7373], [-0.6383, -0.9675, -1.2043], [-1.6731, 0.0374, -1.0211], [-0.3747, -1.8157, -0.1880], [-2.1742, 0.1603, 0.2539], [-1.0110, -1.7310, 1.0962], [-1.8959, -0.6644, 1.3223], [-0.1280, -0.8922, -2.4497], [-1.9182, 0.7512, -1.7838], [0.3991, -1.7117, -2.7093], [0.2970, -2.6021, -0.4623], [-2.7217, 1.1001, 0.4267], [-0.8820, -2.5401, 1.7624], [-1.7927, -1.4720, 3.2434], [-3.3523, -1.4960, 2.7457], [-2.6971, 0.1351, 3.1697]], "forces_ev_per_a": [[2.07, 2.02, -3.48], [-2.84, -2.09, -0.22], [-0.09, -0.24, 1.62], [0.37, 0.07, 0.29], [-1.28, -0.91, 1.85], [0.82, -0.16, 0.94], [-0.29, 0.00, -0.93], [1.10, -0.64, -0.11], [1.10, 0.17, -0.57], [-0.48, 2.42, 0.13], [-0.53, -0.66, 0.48], [1.12, -3.49, -2.30], [-1.81, 3.08, -3.16], [0.80, -0.37, 1.94], [0.09, -2.02, 3.15], [-0.88, 3.06, -1.20], [1.64, -0.12, -4.75], [-0.44, -1.99, 2.21], [0.42, -2.23, 1.14], [0.00, 0.04, -0.31], [-0.54, 1.38, 0.54], [0.42, -0.64, 0.51], [-0.28, -0.78, 0.06], [0.32, -0.48, 0.81], [-0.20, 1.40, 0.41], [0.01, 1.11, -0.47], [-0.62, 2.09, 1.42]], "mulliken_spin": [-0.002, 0.000, 0.000, -0.001, 0.005, 0.000, 0.000, 0.000, 0.000, 0.000, 0.000, 0.010, 0.253, 0.154, 0.033, 0.000, 0.124, 0.221, 0.158, -0.003, -0.006, 0.002, 0.000, -0.004, 0.009, 0.042, 0.004]}



[4]
{"formula": "C22H37Cl8FO9", "method": "ωB97M-V/def2-TZVPD", "lumo_ev": 0.2, "smiles": "CCOC(=O)OC.CCOC(=O)OC.CCOC(=O)OC.Fc1ccccc1.ClCCl.ClCCl.ClCCl.ClCCl", "orbital_gap_ev": 9.4, "max_force_ev_per_a": 4.0, "energy_ev": -144735.343, "homo_ev": -9.121, "species": ["C", "C", "O", "C", "O", "O", "C", "H", "H", "H", "H", "H", "H", "H", "H", "C", "C", "O", "C", "O", "O", "C", "H", "H", "H", "H", "H", "H", "H", "H", "C", "C", "O", "C", "O", "O", "C", "H", "H", "H", "H", "H", "H", "H", "H", "F", "C", "C", "C", "C", "C", "C", "H", "H", "H", "H", "H", "Cl", "C", "Cl", "H", "H", "Cl", "C", "Cl", "H", "H", "Cl", "C", "Cl", "H", "H", "Cl", "C", "Cl", "H", "H"], "xyz": [[-5.5131, 1.9768, 28.4910], [-4.3275, 2.3616, 27.7404], [-4.0310, 3.7684, 27.8595], [-2.6794, 4.1075, 27.6234], [-1.7213, 3.3278, 27.4780], [-2.5972, 5.4948, 27.5322], [-1.3900, 6.1910, 27.4799], [-5.7316, 0.9089, 28.4859], [-6.3317, 2.5781, 28.0955], [-5.4769, 2.2788, 29.5377], [-4.5242, 1.9705, 26.7422], [-3.5975, 1.7002, 28.2071], [-0.8782, 5.8956, 28.3958], [-1.6093, 7.2586, 27.4617], [-0.8303, 5.9455, 26.5773], [-22.7477, 2.9368, 23.1193], [-22.8411, 2.1011, 24.4497], [-21.7313, 1.2144, 24.5455], [-20.5499, 1.5788, 24.9352], [-20.2163, 2.7320, 25.2015], [-19.6498, 0.5556, 24.9246], [-18.2831, 0.8179, 25.0628], [-22.5802, 2.3004, 22.2504], [-21.8424, 3.5218, 23.2817], [-23.6155, 3.5680, 22.9275], [-23.8502, 1.7191, 24.6045], [-22.7532, 2.8380, 25.2480], [-18.1050, 0.4512, 26.0737], [-17.9164, 1.7706, 24.6807], [-17.7200, 0.2085, 24.3560], [-15.3623, -5.8423, 30.6747], [-13.9288, -5.8702, 30.1730], [-13.8828, -5.4305, 28.8213], [-12.7267, -5.2617, 28.1945], [-11.6733, -5.7600, 28.6268], [-12.9084, -4.6290, 26.9688], [-11.7758, -4.4244, 26.1669], [-15.7088, -4.8420, 30.9342], [-15.5551, -6.3618, 31.6134], [-16.0430, -6.3038, 29.9594], [-13.4403, -6.8379, 30.2867], [-13.4016, -5.1952, 30.8472], [-12.0147, -3.8668, 25.2613], [-11.4587, -5.4479, 25.9668], [-11.0199, -3.9675, 26.8056], [-22.0453, -5.4211, 35.5678], [-21.2650, -5.0169, 36.6300], [-21.4609, -5.7976, 37.8060], [-20.5717, -5.5604, 38.8448], [-19.5884, -4.6183, 38.6854], [-19.4994, -3.7290, 37.5666], [-20.4398, -3.8863, 36.5890], [-22.1456, -6.6240, 37.9267], [-20.4188, -6.2128, 39.6918], [-18.8438, -4.6027, 39.4675], [-18.6626, -3.0661, 37.4036], [-20.3931, -3.2649, 35.7070], [-13.0359, 8.1142, 34.3022], [-11.2965, 7.9728, 34.4672], [-10.8049, 7.8025, 36.1632], [-11.0971, 7.0752, 33.8818], [-10.8384, 8.8756, 34.0630], [-18.1821, 7.8927, 28.9737], [-19.3709, 8.6695, 30.0064], [-20.0807, 7.6165, 31.3037], [-18.8837, 9.4686, 30.5653], [-20.0823, 9.1556, 29.3388], [-13.7700, 1.3738, 30.5513], [-15.1321, 2.2913, 31.3002], [-16.0787, 1.1563, 32.3847], [-14.6602, 3.0658, 31.9048], [-15.7846, 2.6553, 30.5065], [-10.3970, -1.9311, 36.1198], [-9.6259, -1.0197, 34.8504], [-9.4198, 0.6834, 35.4430], [-8.6651, -1.4231, 34.5308], [-10.3100, -1.0159, 34.0018]], "forces_ev_per_a": [[-2.41, 1.44, 1.38], [1.35, -1.61, 0.27], [2.46, 0.11, -0.74], [1.37, -0.34, -0.62], [-3.13, 2.36, 0.60], [-2.86, -2.57, 0.08], [0.93, -0.59, 0.29], [0.10, 0.12, -0.43], [-0.63, -0.46, -0.03], [0.32, -0.06, 0.17], [0.68, 0.86, -0.55], [1.10, 0.67, -0.50], [0.72, 0.44, -0.24], [-0.20, -0.20, 0.17], [0.19, -0.15, 0.15], [0.67, -0.94, 0.99], [0.07, 3.01, -0.59], [-1.41, -2.47, -0.36], [2.69, 2.74, 0.33], [-0.66, -1.44, -0.15], [-2.82, 0.14, -1.16], [0.92, -0.55, -0.27], [-0.13, -0.14, 0.06], [-0.16, 0.36, -0.42], [0.06, -0.03, 0.29], [0.60, -1.37, -0.19], [0.22, 0.02, 0.15], [1.03, 0.90, 0.02], [-0.64, 0.68, 1.19], [-0.43, -0.91, 0.10], [-0.74, -0.19, -0.20], [0.23, -0.10, 1.41], [-0.79, 1.19, -1.01], [2.24, -1.69, -0.14], [-1.95, 1.84, -1.43], [-1.90, -0.32, 2.80], [1.08, -1.30, 0.84], [0.11, 0.23, -0.60], [0.71, -0.43, 0.01], [-0.04, 0.18, -0.12], [-0.18, -0.10, -0.29], [0.54, 0.21, -0.43], [-0.21, -0.04, 0.39], [0.65, 0.23, -0.72], [0.25, 0.30, -0.50], [0.73, 0.98, 0.48], [-1.85, -1.09, 1.37], [1.00, 0.78, -0.82], [0.56, -0.04, -0.65], [1.16, 1.62, -0.46], [-0.14, -1.67, 1.93], [-0.41, -1.07, -1.46], [-0.23, 0.10, -0.66], [-0.73, -0.11, 0.14], [0.24, 0.35, -0.05], [-0.14, 0.26, 0.37], [-0.19, -0.11, -0.20], [-0.70, 0.32, 0.07], [-0.05, -0.13, -0.21], [0.06, -0.10, -0.30], [0.68, 0.21, 0.38], [0.01, -0.31, 0.06], [0.03, -0.28, 0.11], [0.13, 0.70, 0.72], [0.17, 0.44, -1.09], [0.13, -0.24, -0.13], [-0.46, -0.62, 0.38], [-0.52, 0.40, 0.11], [0.30, -1.16, 0.35], [0.52, 0.97, -0.70], [-0.43, -0.13, -0.07], [0.13, -0.08, 0.31], [0.05, -0.62, 0.24], [-0.27, 0.94, -0.28], [0.15, -0.61, -0.57], [-0.09, 0.05, 0.47], [0.15, 0.24, 0.14]], "lowdin_charge": [-0.107, -0.271, 0.025, -0.431, 0.094, -0.048, -0.068, 0.092, 0.082, 0.084, 0.131, 0.123, 0.100, 0.095, 0.097, -0.050, -0.182, 0.053, -0.570, 0.091, -0.013, -0.067, 0.073, 0.067, 0.074, 0.119, 0.114, 0.105, 0.099, 0.087, -0.069, -0.217, 0.035, -0.510, 0.087, -0.035, -0.063, 0.076, 0.077, 0.079, 0.126, 0.125, 0.098, 0.097, 0.095, 0.022, -0.225, -0.004, -0.110, -0.101, -0.071, -0.039, 0.111, 0.105, 0.094, 0.104, 0.114, 0.500, -1.043, 0.495, 0.022, 0.027, 0.509, -1.019, 0.464, 0.016, 0.029, 0.449, -0.931, 0.435, 0.021, 0.026, 0.510, -1.011, 0.447, 0.033, 0.022]}



[5]
{"formula": "C2H2O3S", "method": "ωB97M-V/def2-TZVPD", "lumo_ev": -1.3, "orbital_gap_ev": 9.2, "max_force_ev_per_a": 8.1, "energy_ev": -19077.115, "homo_ev": -10.581, "e_above_lowest_kcal_mol": 169.0, "species": ["C", "C", "O", "O", "O", "S", "H", "H"], "xyz": [[0.9604, 0.8126, 0.0833], [-0.5713, -1.1967, -1.0787], [1.4119, 0.8499, 1.2082], [-1.3693, -0.3134, 1.2976], [-0.2043, 1.4128, -0.1726], [-0.7754, -0.0734, 0.0373], [1.5683, 0.6322, -0.8544], [-1.0203, -2.1239, -0.5207]], "forces_ev_per_a": [[7.78, 1.80, 1.13], [-0.10, -0.06, 0.14], [-0.21, -0.67, -1.09], [-0.73, 1.00, 2.12], [-3.35, -0.19, -1.20], [-3.53, -3.25, -1.22], [-0.64, -0.26, 0.97], [0.78, 1.62, -0.86]], "lowdin_charge": [-0.569, -0.156, 0.110, -0.298, -0.093, 0.789, 0.171, 0.045]}



[6]
{"formula": "C9H7Cl2CoNO3Y", "method": "ωB97M-V/def2-TZVPD", "lumo_ev": [-14.6, -18.5], "multiplicity": 5, "orbital_gap_ev": [9.4, 5.4], "max_force_ev_per_a": 13.7, "total_charge": 4, "energy_ev": -80745.161, "homo_ev": [-23.929, -23.940], "species": ["Y", "Co", "Cl", "Cl", "C", "C", "C", "O", "O", "O", "C", "C", "C", "C", "N", "C", "C", "H", "H", "H", "H", "H", "H", "H"], "xyz": [[1.5756, -3.7394, -3.1965], [0.1924, -1.3309, -0.1416], [2.4437, -4.2634, -0.9673], [0.4292, -1.5520, -2.4913], [0.6506, 0.3251, -0.3105], [2.5711, -5.8190, -4.5332], [2.3352, -4.1884, -5.6246], [0.6532, 1.4953, -0.4481], [3.1797, -6.6416, -5.1090], [2.4400, -4.3977, -6.7774], [-1.8637, -0.9395, 5.5232], [-1.4135, -0.8881, 4.1044], [-2.3515, -1.0655, 3.0721], [-1.8973, -1.1175, 1.7630], [-0.5620, -1.0019, 1.4856], [0.3008, -0.5737, 2.4635], [-0.1124, -0.5175, 3.7820], [-2.6388, -0.1939, 5.7112], [-2.3185, -1.8973, 5.8024], [-1.0149, -0.7770, 6.1845], [-3.4340, -1.1153, 3.2774], [-2.5490, -1.1861, 0.8831], [1.2691, -0.2155, 2.1521], [0.5405, -0.1730, 4.5724]], "forces_ev_per_a": [[0.87, -1.06, 0.41], [0.06, -5.50, -2.81], [-0.55, 0.43, -0.97], [-0.49, -0.08, 0.40], [1.98, 13.42, -1.87], [3.63, -7.03, -1.43], [0.22, 1.56, -8.20], [0.04, -7.17, 0.87], [-3.35, 4.48, 3.25], [-0.53, 1.13, 6.43], [1.89, -0.19, -0.99], [-0.46, 0.42, 3.31], [-2.03, -0.12, -0.70], [1.86, -0.02, -1.97], [-3.76, -0.09, 2.73], [-0.56, 0.14, 2.12], [1.35, 0.19, -1.12], [-0.68, 0.31, -0.03], [-0.51, -0.29, -0.08], [-0.12, 0.07, 0.13], [0.51, -0.06, -0.05], [-0.01, -0.33, 0.57], [0.38, -0.20, 0.09], [0.26, -0.03, -0.07]], "mulliken_spin": [0.001, 2.749, 0.008, 0.063, 0.075, 0.000, 0.001, 0.013, 0.000, 0.000, 0.065, 0.236, 0.252, 0.171, 0.278, -0.048, 0.025, 0.070, 0.058, -0.005, -0.014, 0.007, -0.005, 0.001]}